Version i
30
Properties=species:S:1:pos:R:3:mulliken_charge:R:1 method="wB97M-V/def2-TZVPD" e_lumo_ev=-0.19 orbital_gap_ev=10.886 homo_ev=-11.072 smiles=O.O.O.O.O.O.O.O.O.O total_charge=0
O 2.211 -3.508 1.343 -0.62
H -4.244 1.234 -2.999 0.32
H 4.951 1.250 0.917 0.32
H 1.830 4.259 -0.952 0.31
H -1.654 -1.387 4.029 0.31
H 1.511 -2.976 0.964 0.32
H 0.594 0.153 -0.218 0.32
H -0.454 -0.823 -0.710 0.34
H -2.419 -1.250 -3.250 0.33
H -5.689 1.170 -3.444 0.31
H -2.524 -6.214 -1.326 0.32
H -2.303 2.372 0.348 0.32
H 2.680 3.151 2.385 0.32
O 5.810 0.920 0.651 -0.63
H 3.223 4.020 3.498 0.31
H 6.384 1.685 0.689 0.32
O 0.023 -0.557 0.076 -0.67
H -0.932 -1.384 -3.500 0.32
H -0.376 -2.075 3.598 0.31
H -2.920 3.636 -0.212 0.32
O -1.048 -2.085 4.279 -0.63
H 0.669 3.288 -0.961 0.31
O 3.431 3.250 2.970 -0.63
O -2.441 2.848 -0.471 -0.64
O 1.456 3.522 -0.469 -0.61
O -4.820 0.823 -3.644 -0.63
O -1.657 -1.780 -3.017 -0.65
H 2.443 -3.056 2.154 0.31
H -1.958 -4.837 -1.599 0.31
O -1.776 -5.651 -1.129 -0.63

Version ii
30
Properties=species:S:1:pos:R:3:mulliken_charge:R:1 method="wB97M-V/def2-TZVPD" e_lumo_ev=-0.31 orbital_gap_ev=10.181 homo_ev=-10.486 smiles=O.O.O.O.O.O.O.O.O.O total_charge=0
H -2.782 -0.631 2.112 0.28
H 1.776 0.788 -2.948 0.31
O -0.552 1.942 -2.938 -0.61
H -0.448 4.348 0.040 0.30
H -0.703 0.373 0.472 0.24
H -2.050 -1.264 3.292 0.29
H -1.161 -0.804 -1.304 0.37
O 3.312 -1.814 -0.331 -0.64
H 0.495 -0.501 0.863 0.15
O 1.916 0.278 -2.144 -0.64
O 0.105 -0.019 0.119 -0.29
O -0.128 3.516 0.403 -0.61
H 3.105 -0.551 1.245 0.34
H -0.984 1.676 -2.114 0.29
O -1.793 -1.440 -1.669 -0.67
H 1.242 0.612 -1.534 0.30
H 3.889 -1.889 -1.097 0.30
O 2.440 -0.156 1.833 -0.63
O -2.399 1.648 -0.549 -0.62
O -1.981 -1.112 2.342 -0.60
H -1.381 -2.294 -1.502 0.29
H 2.511 -1.407 -0.691 0.36
H 0.689 -3.166 3.229 0.28
H -0.740 2.846 0.076 0.32
H -2.991 2.316 -0.181 0.27
H -2.947 0.857 -0.653 0.26
H 2.167 -0.878 2.415 0.31
H -0.209 -2.266 2.367 0.33
H -1.099 1.562 -3.633 0.32
O 0.702 -2.567 2.476 -0.58

The structure with the greatest stability is version ii.

Version i
30
Properties=species:S:1:pos:R:3:mulliken_charge:R:1 method="wB97M-V/def2-TZVPD" e_lumo_ev=-0.21 orbital_gap_ev=9.210 homo_ev=-9.422 smiles=O.O.O.O.O.O.O.O.O.O total_charge=0
H 1.898 1.208 2.884 0.29
H -4.898 -1.419 1.706 0.32
O 2.158 1.354 3.776 -0.60
O -2.427 1.362 0.809 -0.58
O -0.719 -0.927 -0.577 -0.58
O -5.199 -1.470 0.805 -0.63
O 4.148 -0.982 -1.263 -0.61
O 2.483 -2.952 0.270 -0.57
H 0.518 4.870 -0.369 0.29
H -1.317 0.465 -3.537 0.28
H -2.454 0.445 1.101 0.26
H 1.801 2.163 3.943 0.31
O 0.667 4.532 0.483 -0.60
H -1.491 -1.085 -0.086 0.28
H -3.238 1.866 1.142 0.30
H -4.666 -0.754 0.379 0.32
H -0.722 -3.051 -0.160 0.37
O 0.356 2.087 -2.062 -0.60
H 0.590 2.915 -2.561 0.27
H 4.795 -0.589 -0.690 0.32
H 2.240 -3.170 1.141 0.33
H 0.344 -4.073 -0.136 0.29
O -1.391 0.879 -2.600 -0.62
H -0.613 0.599 -2.085 0.37
H 4.396 -1.962 -1.212 0.28
H 1.217 1.709 -1.861 0.29
H 3.299 -3.254 0.057 0.27
H 1.375 3.777 0.414 0.31
O -0.456 -3.910 0.357 -0.65
H -0.050 -0.429 -0.065 0.31

Version ii
30
Properties=species:S:1:pos:R:3:mulliken_charge:R:1 method="wB97M-V/def2-TZVPD" e_lumo_ev=0.30 orbital_gap_ev=10.664 homo_ev=-10.367 smiles=O.O.O.O.O.O.O.O.O.O total_charge=0
H 0.670 -2.015 -0.799 0.41
H -2.089 -1.675 -0.350 0.41
H -0.907 1.502 1.198 0.29
H 3.971 -0.579 -1.266 0.33
H 3.150 0.701 -0.615 0.40
H -1.552 1.278 -1.598 0.45
H -2.868 0.228 -0.067 0.30
H -1.547 -0.602 2.817 0.21
H -0.062 0.764 -0.351 0.38
H 1.837 -1.252 -1.549 0.40
O 1.640 -1.999 -0.935 -0.62
H 3.096 1.789 1.236 0.32
O -1.083 -0.461 1.985 -0.58
O -0.309 2.282 0.974 -0.70
O -3.179 -0.644 0.098 -0.60
O 2.539 1.849 0.432 -0.68
H -1.032 2.911 0.552 0.38
O 3.200 0.088 -1.408 -0.69
H 1.709 2.257 0.613 0.27
H 1.587 -2.064 1.987 0.33
O -0.071 0.328 -1.254 -0.70
H 0.080 -0.577 -1.130 0.10
H -0.001 -0.372 2.147 0.38
O -2.336 1.895 -1.466 -0.67
H -2.457 2.224 -2.404 0.32
H 1.444 -1.084 0.884 0.46
H -1.613 -2.937 -1.254 0.27
O -1.283 -2.140 -0.683 -0.69
H -4.120 -0.560 0.346 0.28
O 1.587 -1.134 1.860 -0.75

The structure with the greatest stability is version ii.

Version i
14
Properties=species:S:1:pos:R:3:mulliken_charge:R:1 method="wB97M-V/def2-TZVPD" e_lumo_ev=0.47 orbital_gap_ev=9.798 homo_ev=-9.329 smiles="O[C@@]1(F)C=CC=NC1" total_charge=0
C 1.012 1.236 -0.256 -0.22
C -0.313 1.103 -0.214 -0.77
H -0.297 -2.033 -0.874 0.31
H -0.783 2.066 -0.129 0.31
H 1.421 2.293 -0.309 0.28
C -1.082 -0.080 0.014 1.27
H -2.460 0.331 1.334 0.34
H 2.987 0.001 -0.077 0.39
O -1.772 -0.286 1.098 -0.49
F -1.991 -0.187 -1.125 -0.37
N 1.412 -1.154 -0.160 -0.53
C 0.010 -1.365 -0.063 -0.67
C 1.902 -0.012 -0.180 -0.12
H -0.045 -1.912 0.942 0.28

Version ii
14
Properties=species:S:1:pos:R:3:mulliken_charge:R:1 method="wB97M-V/def2-TZVPD" e_lumo_ev=0.83 orbital_gap_ev=9.515 homo_ev=-8.689 smiles=Cc1nc(C)c(F)o1 total_charge=0
H 0.349 1.408 2.527 0.39
H -2.257 -0.809 -1.399 0.19
C 0.722 -0.762 -0.904 0.25
O 1.258 -0.814 0.405 -0.32
H -2.033 1.080 -2.123 0.28
H -1.022 -0.261 -2.965 0.26
C -0.271 0.012 -0.955 0.62
H 0.513 -0.234 3.131 0.24
C 0.893 0.593 2.312 -1.18
C 0.478 0.232 0.969 0.78
H 2.031 0.592 2.472 0.29
N -0.439 0.603 0.085 -0.58
C -1.420 0.069 -1.858 -0.94
F 1.197 -1.710 -1.698 -0.28

The structure with the greatest stability is version i.

Version i
14
Properties=species:S:1:pos:R:3:mulliken_charge:R:1 method="wB97M-V/def2-TZVPD" e_lumo_ev=0.99 orbital_gap_ev=8.921 homo_ev=-7.932 smiles=COc1c[nH]cc1F total_charge=0
C 0.022 1.529 0.405 -0.87
C 0.714 -1.092 -2.034 -0.68
H -1.149 -0.339 2.793 0.41
H -0.598 2.130 2.273 0.18
C -0.724 0.048 1.900 -0.79
C -0.490 -0.573 0.735 0.56
H 0.380 2.464 0.022 0.40
C 0.091 0.324 -0.216 0.62
N -0.446 1.374 1.632 0.03
O 0.626 0.225 -1.455 -0.43
H -0.245 -1.510 -2.352 0.28
H 1.330 -0.869 -2.864 0.27
F -0.703 -1.897 0.502 -0.29
H 1.192 -1.813 -1.339 0.30

Version ii
14
Properties=species:S:1:pos:R:3:mulliken_charge:R:1 method="wB97M-V/def2-TZVPD" e_lumo_ev=1.02 orbital_gap_ev=11.045 homo_ev=-10.026 total_charge=0
C -0.042 0.220 1.167 -0.29
C 0.592 1.009 0.128 -0.24
H -1.305 1.566 0.453 0.31
H -1.323 -1.584 0.801 0.47
H 0.269 -1.963 -1.425 0.39
C -0.701 -0.821 0.314 -0.10
H 1.612 1.474 0.240 0.38
N -0.476 1.618 1.002 -0.67
H 0.483 0.004 2.095 0.42
C 0.067 0.283 -1.111 -0.26
F 1.654 -1.405 -0.205 -0.31
C 0.388 -1.196 -0.667 -0.03
O -1.277 -0.019 -0.726 -0.54
H 0.059 0.814 -2.065 0.47

The structure with the greatest stability is version i.

Version i
13
Properties=species:S:1:pos:R:3:mulliken_charge:R:1 method="wB97M-V/def2-TZVPD" e_lumo_ev=-0.19 orbital_gap_ev=9.702 homo_ev=-9.891 total_charge=0
H 1.402 1.865 0.351 0.43
H -2.102 -1.477 0.586 0.30
P 1.059 -0.841 -0.220 0.48
S 2.949 -1.090 0.060 -0.33
H -0.148 2.576 0.039 0.38
H -0.106 1.468 1.123 0.41
N -0.157 -1.680 0.170 -0.57
C 0.202 0.682 -0.819 -0.29
Cl -3.177 -2.016 0.331 -0.27
H 0.500 0.888 -1.811 0.42
H 0.111 -2.524 0.688 0.21
C 0.409 1.725 0.263 -1.36
H -0.941 0.424 -0.761 0.16

Version ii
13
Properties=species:S:1:pos:R:3:mulliken_charge:R:1 method="wB97M-V/def2-TZVPD" e_lumo_ev=-0.57 orbital_gap_ev=9.012 homo_ev=-9.578 smiles="CC[P@@](N)(=S)Cl" total_charge=0
H 1.164 0.895 -2.552 0.23
Cl 2.628 -1.593 0.289 -0.42
H -1.358 -0.930 -0.439 0.32
C -0.606 -0.574 0.368 -0.36
H -2.365 0.111 1.364 0.30
N 0.851 0.131 -1.955 -0.40
H -0.683 0.260 2.357 0.29
C -1.243 0.287 1.371 -0.96
H -1.226 1.398 0.934 0.25
P 0.946 0.247 -0.336 0.51
H 0.537 -0.678 -2.511 0.25
S 1.405 1.939 0.384 -0.33
H -0.051 -1.493 0.727 0.31

Version iii
13
Properties=species:S:1:pos:R:3:mulliken_charge:R:1 method="wB97M-V/def2-TZVPD" e_lumo_ev=0.77 orbital_gap_ev=10.102 homo_ev=-9.335 smiles="NP(S)Cl.C=C" total_charge=0
H -3.055 -0.173 -0.996 0.29
H -1.911 -1.328 1.411 0.32
H -2.203 -1.690 -1.026 0.22
P 1.702 0.050 -0.529 0.34
S 1.043 1.421 0.861 -0.27
C -2.408 -0.644 0.874 -0.57
N 3.266 0.712 -0.713 -0.50
Cl 2.342 -1.508 0.563 -0.21
H -0.185 1.501 0.339 0.15
C -2.535 -0.819 -0.429 -0.47
H 3.472 0.820 -1.661 0.25
H 3.448 1.489 -0.090 0.24
H -2.976 0.170 1.394 0.21

The structure with the greatest stability is version ii.